61
Properties=species:S:1:pos:R:3 method="wB97M-V/def2-TZVPD" lumo_ev=0.24 smiles="CCCOCOC(=O)OB(C)O.Fc1ccccc1.Fc1ccccc1.Fc1ccccc1" energy_ev=-44410.245 multiplicity=1 gap_ev=9.2 total_charge=0
C 5.362 -2.295 -1.799
C 4.506 -2.325 -3.074
C 4.255 -0.945 -3.647
O 3.548 -0.112 -2.718
C 2.256 0.226 -3.009
O 1.329 -0.290 -2.020
C 1.700 -1.425 -1.337
O 2.420 -1.435 -0.401
O 1.168 -2.521 -1.888
B 0.109 -2.443 -2.819
C 0.340 -3.033 -4.244
O -1.095 -1.947 -2.366
H 6.188 -3.003 -1.853
H 5.793 -1.306 -1.637
H 4.768 -2.528 -0.919
H 4.979 -2.922 -3.859
H 3.541 -2.792 -2.856
H 5.204 -0.441 -3.846
H 3.704 -0.994 -4.593
H 1.956 -0.165 -3.990
H 2.106 1.304 -2.969
H 0.682 -4.070 -4.200
H 1.144 -2.476 -4.740
H -0.553 -2.972 -4.863
H -1.207 -1.013 -2.574
F -5.911 -1.011 0.246
C -4.684 -1.032 0.810
C -4.557 -0.677 2.137
C -3.291 -0.698 2.707
C -2.186 -1.069 1.953
C -2.346 -1.423 0.619
C -3.604 -1.409 0.035
H -5.430 -0.383 2.704
H -3.173 -0.418 3.746
H -1.202 -1.083 2.402
H -1.492 -1.717 0.024
H -3.751 -1.690 -0.999
F 5.750 -0.909 0.937
C 5.277 0.135 1.649
C 5.956 0.534 2.782
C 5.457 1.611 3.501
C 4.304 2.261 3.085
C 3.642 1.830 1.942
C 4.125 0.756 1.208
H 6.851 0.009 3.086
H 5.975 1.943 4.392
H 3.919 3.098 3.651
H 2.736 2.328 1.621
H 3.622 0.384 0.326
F -5.555 1.850 4.203
C -6.121 2.623 3.250
C -5.460 2.782 2.049
C -6.051 3.570 1.071
C -7.274 4.183 1.307
C -7.913 4.005 2.526
C -7.339 3.217 3.514
H -4.509 2.291 1.890
H -5.552 3.700 0.120
H -7.730 4.795 0.541
H -8.867 4.480 2.713
H -7.818 3.059 4.470

---

82
Properties=species:S:1:pos:R:3 method="wB97M-V/def2-TZVPD" lumo_ev=-10.28 energy_ev=-330808.169 multiplicity=1 gap_ev=1.5 total_charge=+2
C 3.940 2.294 0.240
C 4.462 0.784 0.102
C 3.989 0.013 -1.230
C 2.922 0.793 -2.131
O 1.616 0.654 -1.441
C 0.644 1.423 -2.119
O 0.638 1.408 -3.386
C -0.492 2.302 -1.430
C -0.240 3.810 -1.152
C 1.165 4.506 -1.504
C 1.893 4.972 -0.114
C -1.447 4.597 -0.513
N -2.712 3.967 -0.198
C -2.931 2.563 -0.417
C -1.857 1.608 -1.047
C -2.138 0.058 -1.273
C -2.347 -0.628 0.180
O -2.732 -1.827 0.226
Cl -2.025 0.187 1.781
H 4.609 2.797 1.042
H 4.104 2.926 -0.717
H 2.866 2.383 0.627
H 5.607 0.756 0.119
H 4.102 0.213 1.027
H 4.859 -0.349 -1.897
H 3.469 -0.961 -0.880
H 3.177 1.882 -2.354
H 2.911 0.258 -3.157
H 1.906 3.769 -1.987
H 1.064 5.452 -2.132
H 1.541 6.046 0.136
H 1.673 4.263 0.769
H 3.038 5.038 -0.260
H -1.340 5.712 -0.315
H -3.486 4.532 0.194
H -3.933 2.066 -0.155
H -3.017 -0.180 -2.000
H -1.207 -0.467 -1.721
O -1.614 -3.117 3.031
H -2.119 -2.917 2.243
K 0.780 5.054 2.073
C -4.638 1.794 4.844
C -3.288 1.463 4.940
C -2.587 1.723 6.117
C -3.238 2.305 7.198
C -4.589 2.633 7.103
C -5.287 2.381 5.924
H -5.182 1.593 3.927
H -2.782 1.003 4.099
H -1.534 1.471 6.189
H -2.695 2.504 8.116
H -5.097 3.085 7.948
H -6.337 2.641 5.849
O -3.205 -1.818 5.003
H -2.719 -2.520 4.563
C 0.593 -2.810 -0.407
O 0.013 -2.438 -1.421
O 0.558 -2.228 0.698
O 1.311 -3.829 -0.319
C -2.044 7.321 -3.691
Br -2.961 8.952 -3.188
Br -0.116 7.529 -3.629
Br -2.641 5.804 -2.632
H -2.309 7.111 -4.726
Be -4.753 -0.801 -2.168
Li 0.312 -3.800 3.192
C 0.460 -6.550 -1.743
F -0.157 -5.353 -1.779
F 0.714 -6.815 -0.440
F -0.449 -7.465 -2.134
S 1.969 -6.586 -2.765
O 2.823 -5.563 -2.181
O 1.505 -6.301 -4.108
N 2.373 -8.089 -2.464
S 3.708 -8.540 -3.209
O 4.940 -7.942 -2.730
O 3.618 -8.684 -4.648
C 3.750 -10.251 -2.576
F 2.646 -10.948 -2.921
F 3.811 -10.294 -1.226
F 4.804 -10.948 -3.032
Be -2.637 0.618 -3.831

---

62
Properties=species:S:1:pos:R:3 method="wB97M-V/def2-TZVPD" lumo_ev="-4.57 / -4.21" energy_ev=-98645.466 multiplicity=2 gap_ev="6.9 / 7.3" total_charge=+1
O -9.885 12.018 6.633
V -9.890 10.470 6.227
C -5.771 11.376 5.286
C -6.543 10.768 6.445
C -6.613 11.708 7.643
O -7.818 10.319 6.078
H -5.623 10.800 4.375
H -4.822 11.745 5.685
H -6.215 12.314 4.921
H -5.952 9.890 6.729
H -7.108 11.270 8.507
H -7.023 12.687 7.388
H -5.583 11.932 7.943
N -4.292 8.063 10.342
C -4.358 9.338 9.977
C -3.450 10.272 10.462
C -2.529 9.909 11.439
C -2.377 8.537 11.719
C -3.385 7.693 11.264
H -5.126 9.597 9.258
H -3.428 11.342 10.289
H -1.945 10.688 11.906
H -1.609 8.332 12.453
H -3.338 6.629 11.451
N -9.963 10.044 8.447
C -8.898 9.432 9.023
C -8.530 9.649 10.344
C -9.388 10.338 11.173
C -10.555 10.857 10.640
C -10.802 10.696 9.282
H -8.173 8.936 8.391
H -7.658 9.149 10.745
H -9.197 10.324 12.238
H -11.214 11.335 11.350
H -11.687 11.127 8.836
N -7.287 12.211 12.279
C -8.127 12.964 13.001
C -8.626 14.158 12.555
C -8.205 14.642 11.312
C -7.313 13.906 10.565
C -6.939 12.656 11.071
H -8.562 12.523 13.891
H -9.319 14.674 13.205
H -8.701 15.548 10.987
H -6.897 14.155 9.599
H -6.274 12.035 10.486
N -9.935 10.287 3.957
C -9.061 11.050 3.272
C -9.053 11.113 1.886
C -9.953 10.339 1.165
C -10.888 9.571 1.857
C -10.821 9.590 3.229
H -8.373 11.611 3.889
H -8.286 11.739 1.453
H -9.938 10.393 0.085
H -11.661 9.073 1.292
H -11.439 8.870 3.758
C -6.222 6.956 5.344
Cl -4.733 7.771 4.899
Cl -6.458 7.029 7.065
Cl -6.193 5.244 4.827
H -7.029 7.485 4.849

---

59
Properties=species:S:1:pos:R:3 method="wB97M-V/def2-TZVPD" lumo_ev=0.53 smiles="CCc1ccc(Nc2cnn([C@@]34C[C@@H]5C[C@@H](C[C@@](CC(=O)O)(C5)C3)C4)c(=O)c2Cl)cc1" energy_ev=-48479.536 multiplicity=1 gap_ev=8.6 total_charge=0 e_above_lowest_kcal_mol=0.0
C 7.872 3.046 -0.482
H 6.980 3.637 -0.286
H 7.827 2.691 -1.509
H 8.745 3.686 -0.373
C 7.949 1.863 0.487
C 6.738 0.988 0.338
C 5.585 1.240 1.070
C 4.450 0.471 0.906
C 4.442 -0.566 -0.022
C 5.601 -0.844 -0.740
C 6.731 -0.071 -0.561
H 7.622 -0.293 -1.131
H 5.608 -1.664 -1.444
N 3.322 -1.382 -0.194
C 2.005 -1.047 -0.068
C 1.445 0.191 -0.283
C 0.033 0.446 -0.094
O -0.486 1.538 -0.256
N -0.708 -0.675 0.283
N -0.193 -1.876 0.421
C 1.069 -2.076 0.265
H 1.401 -3.094 0.405
C -2.164 -0.574 0.504
C -2.846 -0.118 -0.789
H -2.447 0.852 -1.085
H -2.636 -0.840 -1.580
C -4.358 -0.012 -0.570
C -4.620 0.997 0.555
C -3.949 0.531 1.846
C -4.503 -0.832 2.253
C -4.223 -1.833 1.135
C -2.716 -1.942 0.904
H -2.220 -2.290 1.811
H -2.512 -2.663 0.112
C -4.908 -1.377 -0.151
H -5.987 -1.310 0.007
H -4.725 -2.104 -0.942
H -4.609 -2.818 1.421
H -4.033 -1.164 3.181
H -5.579 -0.760 2.429
C -2.441 0.430 1.628
H -1.947 0.096 2.544
H -2.038 1.404 1.354
H -4.145 1.260 2.640
H -5.696 1.100 0.717
H -4.226 1.975 0.272
C -5.046 0.491 -1.848
C -4.945 -0.402 -3.056
O -4.276 -1.391 -3.193
O -5.733 0.057 -4.042
H -5.654 -0.507 -4.827
H -4.619 1.455 -2.138
H -6.110 0.659 -1.664
Cl 2.343 1.546 -0.864
H 3.510 -2.357 -0.377
H 3.574 0.662 1.506
H 5.577 2.047 1.789
H 8.853 1.287 0.280
H 8.010 2.240 1.510

---

83
Properties=species:S:1:pos:R:3 method="wB97M-V/def2-TZVPD" lumo_ev="-3.19 / -3.19" energy_ev=-141646.922 multiplicity=2 gap_ev="2.4 / 4.8" total_charge=0
C 6.748 -3.722 -20.812
N 6.759 -5.237 -20.764
C 6.552 -5.955 -21.929
C 6.351 -7.297 -21.921
C 6.513 -7.959 -20.694
C 6.757 -7.244 -19.516
C 6.849 -5.824 -19.552
C 6.349 -9.458 -20.661
C 5.424 -10.099 -19.835
C 5.460 -11.513 -19.750
N 6.313 -12.271 -20.541
C 7.109 -11.684 -21.467
C 7.174 -10.339 -21.442
C 6.172 -13.709 -20.422
H 7.636 -3.444 -20.245
H 5.864 -3.473 -20.224
H 6.848 -3.261 -21.794
H 6.338 -5.369 -22.810
H 6.132 -7.882 -22.803
H 6.958 -7.824 -18.627
H 6.846 -5.152 -18.706
H 4.735 -9.550 -19.210
H 4.775 -11.968 -19.049
H 7.765 -12.360 -21.994
H 8.022 -9.821 -21.864
H 6.267 -13.912 -19.356
H 6.971 -14.162 -21.010
H 5.166 -13.986 -20.737
C 11.329 -10.996 -22.397
N 11.700 -11.142 -23.804
C 11.567 -12.407 -24.367
C 12.098 -12.586 -25.650
C 12.836 -11.591 -26.292
C 13.003 -10.339 -25.592
C 12.438 -10.150 -24.353
C 13.503 -11.816 -27.638
C 14.833 -11.467 -27.880
C 15.541 -11.827 -29.053
N 14.792 -12.432 -29.995
C 13.494 -12.632 -29.933
C 12.821 -12.478 -28.697
C 15.444 -12.960 -31.217
H 12.174 -11.226 -21.748
H 10.587 -11.765 -22.184
H 10.799 -10.058 -22.231
H 10.992 -13.203 -23.919
H 11.842 -13.498 -26.169
H 13.654 -9.578 -25.995
H 12.555 -9.259 -23.754
H 15.387 -10.922 -27.129
H 16.585 -11.642 -29.262
H 12.945 -13.128 -30.720
H 11.759 -12.668 -28.648
H 14.740 -13.303 -31.975
H 16.188 -13.738 -31.044
H 15.891 -12.140 -31.779
N 11.542 -7.259 -23.166
S 11.743 -6.634 -24.512
O 11.517 -5.179 -24.675
O 11.459 -7.439 -25.674
F 13.373 -6.762 -24.444
S 9.885 -6.832 -23.120
O 9.075 -7.660 -24.028
O 9.495 -5.490 -22.720
F 9.711 -7.715 -21.780
N 8.495 -12.260 -24.347
S 8.311 -11.393 -25.588
O 6.945 -10.949 -25.741
O 9.145 -11.636 -26.811
F 9.120 -10.136 -24.927
S 8.151 -13.657 -25.158
O 9.266 -14.401 -25.701
O 6.840 -13.843 -25.820
F 7.817 -14.654 -23.926
N 2.634 -14.876 -23.606
S 3.069 -16.191 -22.574
O 3.106 -15.764 -21.183
O 3.957 -17.302 -22.991
F 1.589 -16.830 -22.531
S 3.893 -14.906 -24.258
O 3.977 -15.808 -25.364
O 4.974 -14.479 -23.417
F 3.671 -13.535 -25.086

---

60
Properties=species:S:1:pos:R:3 method="wB97M-V/def2-TZVPD" lumo_ev=0.44 smiles="Cc1cc(-c2ccc(C)c(S(=O)(=O)NCC3CCN(Cc4cccc(F)c4)CC3)c2)on1" energy_ev=-49506.991 multiplicity=1 gap_ev=9.0 total_charge=0 e_above_lowest_kcal_mol=68.0
C 3.115 -5.781 1.660
C 2.363 -4.625 2.207
N 2.434 -4.286 3.469
O 1.641 -3.205 3.651
C 1.070 -2.865 2.480
C 1.496 -3.745 1.514
H 1.229 -3.774 0.479
C 0.174 -1.728 2.428
C -0.345 -1.284 1.213
C -1.200 -0.204 1.177
C -1.599 0.453 2.335
C -1.063 0.012 3.542
C -0.187 -1.053 3.595
H 0.220 -1.382 4.538
H -1.345 0.513 4.457
C -2.575 1.579 2.281
H -2.945 1.817 3.275
H -3.407 1.307 1.637
H -2.101 2.463 1.857
S -1.844 0.241 -0.438
O -1.051 -0.472 -1.409
O -3.265 0.008 -0.433
N -1.562 1.881 -0.558
H -0.738 2.048 -1.148
C -2.659 2.717 -1.001
H -2.588 3.679 -0.482
C -2.753 2.964 -2.524
C -1.975 4.192 -3.004
C -0.458 4.032 -2.855
N -0.078 2.634 -2.732
C -0.801 1.781 -3.662
C -2.306 1.748 -3.344
H -2.547 0.839 -2.795
H -2.861 1.722 -4.283
H -0.399 0.772 -3.563
H -0.638 2.124 -4.699
C 1.365 2.440 -2.799
C 1.780 1.249 -1.975
C 2.158 0.049 -2.558
C 2.549 -1.024 -1.775
C 2.575 -0.915 -0.397
C 2.180 0.282 0.172
C 1.781 1.360 -0.590
H 1.487 2.277 -0.104
F 2.205 0.411 1.517
H 2.891 -1.730 0.234
H 2.842 -1.951 -2.244
H 2.155 -0.047 -3.634
H 1.707 2.323 -3.840
H 1.845 3.332 -2.387
H -0.112 4.541 -1.950
H 0.042 4.506 -3.718
H -2.303 5.081 -2.462
H -2.222 4.342 -4.057
H -3.812 3.153 -2.732
H -3.570 2.211 -0.675
H -0.092 -1.758 0.279
H 3.796 -5.449 0.877
H 3.683 -6.254 2.455
H 2.426 -6.504 1.226

---

60
Properties=species:S:1:pos:R:3 method="wB97M-V/def2-TZVPD" lumo_ev="-8.25 / -9.44" energy_ev=-58859.245 multiplicity=1 gap_ev="5.1 / 3.1" total_charge=+2
C -1.639 3.246 -3.913
C -1.466 1.930 -3.488
C -0.127 1.438 -3.335
C 0.992 2.287 -3.428
C 0.778 3.590 -3.878
C -0.517 4.077 -4.105
C 2.407 1.795 -3.154
C 2.441 0.287 -3.370
C 1.272 -0.493 -3.312
C 1.310 -1.921 -3.466
C 2.530 -2.531 -3.772
C 3.678 -1.734 -3.884
C 3.624 -0.360 -3.715
H -2.634 3.678 -4.001
H 1.662 4.220 -4.016
H -0.626 5.128 -4.391
H 3.130 2.302 -3.821
H 2.605 -3.615 -3.812
H 4.654 -2.196 -4.079
H 4.502 0.283 -3.846
N 0.071 0.116 -3.032
Sn -0.294 -0.216 -0.471
C -2.608 1.112 -2.977
H -2.630 0.089 -3.366
H -3.576 1.595 -3.143
C 0.097 -2.731 -3.066
H -0.823 -2.400 -3.563
H 0.254 -3.805 -3.245
P -2.424 0.984 -1.123
P -0.173 -2.590 -1.266
C 1.224 -3.436 -0.499
H 1.131 -3.412 0.592
H 1.204 -4.475 -0.854
H 2.170 -2.976 -0.793
C -1.685 -3.432 -0.813
H -1.635 -4.435 -1.242
H -1.763 -3.496 0.274
H -2.560 -2.910 -1.206
C -2.627 2.700 -0.550
H -3.684 2.983 -0.627
H -2.282 2.772 0.487
H -2.013 3.373 -1.158
C -3.784 0.024 -0.473
H -3.699 -0.073 0.612
H -4.724 0.536 -0.705
H -3.801 -0.983 -0.900
C 2.071 -0.387 0.920
O 2.839 -0.535 1.749
H 2.882 2.170 -2.218
O -0.911 1.964 1.934
C -1.110 0.831 2.393
C -1.721 0.415 3.737
C -1.628 -1.117 3.740
C -0.952 -1.472 2.443
O -0.564 -2.573 2.046
N -0.805 -0.322 1.713
H -1.145 0.888 4.556
H -2.767 0.789 3.783
H -1.036 -1.489 4.581
H -2.616 -1.589 3.750